{
  "formula": "C16H18Br4N2O4",
  "method": "wB97M-V/def2-TZVPD",
  "symbols": ["O", "N", "O", "C", "C", "C", "C", "C", "C", "H", "H", "H", "H", "H", "O", "N", "O", "C", "C", "C", "C", "C", "C", "H", "H", "H", "H", "H", "Br", "C", "C", "Br", "H", "H", "H", "H", "Br", "C", "C", "Br", "H", "H", "H", "H"],
  "xyz": [[-27.873, -5.059, 7.853], [-27.305, -4.075, 8.280], [-26.577, -3.372, 7.626], [-27.565, -3.738, 9.683], [-28.366, -4.585, 10.445], [-28.836, -4.134, 11.666], [-28.450, -2.912, 12.157], [-27.557, -2.116, 11.437], [-27.108, -2.532, 10.192], [-28.697, -5.533, 10.049], [-29.490, -4.738, 12.282], [-28.805, -2.555, 13.115], [-27.270, -1.146, 11.819], [-26.514, -1.840, 9.610], [-30.305, -1.799, 20.020], [-31.441, -2.241, 20.168], [-32.185, -2.556, 19.238], [-32.010, -2.288, 21.509], [-33.350, -2.575, 21.730], [-33.933, -2.409, 22.980], [-33.083, -2.032, 24.012], [-31.733, -1.775, 23.850], [-31.211, -1.876, 22.573], [-33.926, -2.830, 20.847], [-34.978, -2.645, 23.093], [-33.528, -1.889, 24.993], [-31.213, -1.342, 24.691], [-30.171, -1.679, 22.341], [-28.988, -1.612, 15.767], [-28.564, -0.996, 17.559], [-27.391, -0.010, 17.444], [-25.696, -0.946, 17.339], [-28.279, -1.859, 18.150], [-29.474, -0.557, 17.948], [-27.273, 0.589, 18.341], [-27.557, 0.607, 16.568], [-26.693, 3.345, 18.670], [-25.176, 3.262, 17.412], [-23.962, 2.668, 18.092], [-22.629, 2.330, 16.663], [-25.051, 4.267, 17.033], [-25.464, 2.594, 16.603], [-24.000, 1.816, 18.764], [-23.519, 3.424, 18.747]],
  "nbo_charge": [-0.383, 0.533, -0.369, 0.019, -0.183, -0.212, -0.172, -0.204, -0.192, 0.249, 0.224, 0.220, 0.223, 0.246, -0.391, 0.525, -0.367, 0.007, -0.169, -0.219, -0.161, -0.223, -0.169, 0.246, 0.231, 0.216, 0.230, 0.247, -0.037, -0.434, -0.459, -0.015, 0.235, 0.241, 0.236, 0.226, -0.033, -0.433, -0.438, -0.019, 0.235, 0.227, 0.245, 0.220],
  "lumo_energy_ev": -0.97,
  "gap_ev": 8.953,
  "max_force_ev_per_a": 1.877,
  "relative_energy_ev": 0.0000,
  "smiles": "O=[N+]([O-])c1ccccc1.O=[N+]([O-])c1ccccc1.BrCCBr.BrCCBr",
  "e_tot_ha": -11326.81677,
  "charge": 0
}